Record 1
{"formula": "C28H42O14", "method": "ωB97M-V with the def2-TZVPD basis set", "smiles": "O=C1CCCO1.O=C1CCCO1.O=C1CCCO1.O=C1CCCO1.O=C1CCCO1.O=C1CCCO1.O=C1CCCO1", "homo_energy_ev": -9.68, "e_above_lowest_kj_mol": 104.9, "total_charge": 0, "multiplicity": 1, "orbital_gap_ev": 10.1, "elements": ["O", "C", "C", "C", "C", "O", "H", "H", "H", "H", "H", "H", "O", "C", "C", "C", "C", "O", "H", "H", "H", "H", "H", "H", "O", "C", "C", "C", "C", "O", "H", "H", "H", "H", "H", "H", "O", "C", "C", "C", "C", "O", "H", "H", "H", "H", "H", "H", "O", "C", "C", "C", "C", "O", "H", "H", "H", "H", "H", "H", "O", "C", "C", "C", "C", "O", "H", "H", "H", "H", "H", "H", "O", "C", "C", "C", "C", "O", "H", "H", "H", "H", "H", "H"], "coordinates": [[-5.00287, 0.78298, -0.79753], [-5.82599, 0.97332, 0.04703], [-6.45369, -0.00503, 1.02306], [-7.04408, 0.86704, 2.13549], [-6.68305, 2.29891, 1.72869], [-6.27781, 2.21259, 0.33036], [-7.21365, -0.50533, 0.41370], [-5.72966, -0.75466, 1.33263], [-8.12370, 0.74180, 2.22646], [-6.67825, 0.57327, 3.11773], [-7.54362, 2.95735, 1.60770], [-5.94296, 2.77635, 2.35877], [4.03582, -2.15430, -1.18991], [5.06328, -2.34225, -0.62998], [6.29561, -1.45502, -0.54132], [7.35695, -2.43418, -0.07283], [6.55032, -3.49934, 0.72177], [5.21708, -3.37020, 0.21628], [6.44706, -0.91290, -1.46686], [6.15853, -0.75606, 0.28962], [7.90806, -2.88757, -0.90227], [8.15754, -2.06828, 0.57115], [6.87109, -4.49626, 0.44166], [6.63767, -3.27077, 1.77982], [2.96614, 3.18902, -0.65797], [3.10519, 2.18222, -1.25658], [2.28503, 0.90325, -1.17713], [2.43921, 0.38860, -2.60437], [3.91934, 0.73160, -2.81670], [4.05000, 2.03036, -2.21537], [2.74634, 0.17188, -0.51491], [1.28464, 1.20957, -0.89474], [2.23738, -0.67701, -2.72437], [1.82885, 0.87867, -3.36490], [4.58505, 0.01028, -2.33950], [4.25845, 0.78910, -3.85095], [1.49352, -6.23496, 4.96023], [2.13823, -5.46037, 4.34423], [1.67334, -4.46884, 3.31463], [2.92350, -4.10986, 2.50921], [4.06190, -4.55644, 3.45204], [3.49138, -5.47878, 4.38679], [0.85532, -4.87306, 2.72142], [1.16342, -3.65039, 3.83399], [2.91913, -4.64778, 1.56405], [2.92684, -3.04610, 2.28722], [4.85463, -5.09150, 2.93722], [4.42182, -3.66823, 3.97573], [-1.54925, -3.44990, 2.05370], [-1.12146, -2.84807, 1.12210], [-1.85183, -2.12240, 0.01941], [-0.80277, -1.76298, -1.01739], [0.51918, -2.11829, -0.34368], [0.20187, -2.85264, 0.85294], [-2.68918, -2.72944, -0.31616], [-2.34453, -1.25634, 0.46057], [-0.88712, -2.34626, -1.93362], [-0.83664, -0.69898, -1.23751], [1.30234, -2.63035, -0.90866], [1.10317, -1.24405, -0.02816], [-2.96794, 2.39706, 2.96356], [-3.15026, 3.10337, 2.03631], [-2.51554, 3.04661, 0.66575], [-3.14615, 4.22479, -0.08484], [-4.21159, 4.79971, 0.86321], [-4.12551, 4.04260, 2.06781], [-1.44278, 3.21898, 0.73042], [-2.71267, 2.05425, 0.26444], [-2.34865, 4.93540, -0.29103], [-3.57435, 3.87020, -1.02093], [-4.05608, 5.86322, 1.04191], [-5.22002, 4.69720, 0.46276], [0.16425, 3.75136, -1.30147], [-0.54238, 3.45151, -2.20495], [-1.28413, 4.41290, -3.11666], [-2.33418, 3.48504, -3.79338], [-1.65709, 2.14000, -3.69587], [-0.89557, 2.16113, -2.47857], [-1.93494, 5.05535, -2.52636], [-0.56830, 5.01707, -3.66708], [-3.24881, 3.58882, -3.21382], [-2.62653, 3.78762, -4.79923], [-2.38667, 1.32191, -3.66791], [-1.06622, 1.84092, -4.56810]], "atomic_forces_ev_per_a": [[-0.06, -0.31, -0.57], [0.49, 0.25, 1.00], [-0.14, 0.02, -0.60], [-0.35, -0.42, 0.26], [-1.30, 0.11, -0.94], [0.82, 0.23, 0.39], [-0.04, -0.15, 0.30], [0.01, 0.07, 0.06], [0.00, 0.06, -0.30], [0.37, 0.23, -0.06], [-0.11, -0.06, 0.77], [0.34, -0.08, -0.25], [-0.91, 0.19, -0.88], [0.69, 0.64, 1.42], [0.16, -0.32, 0.44], [0.98, -0.79, -0.10], [0.52, 0.85, -1.48], [-0.27, -0.75, 0.42], [0.29, 0.01, 0.00], [-0.46, 0.22, -0.30], [-0.37, -0.10, -0.11], [-0.27, 0.54, -0.03], [0.13, -0.18, 0.53], [-0.50, -0.34, 0.17], [0.11, 0.92, 0.71], [0.01, -1.00, -0.15], [-0.31, 0.63, -0.82], [0.50, -0.76, -0.33], [-0.12, -0.11, -0.43], [0.53, -0.10, -0.33], [-0.09, 0.17, 0.29], [-0.16, -0.32, 0.26], [0.18, -0.03, 0.20], [-0.08, 0.40, 0.31], [-0.19, 0.08, 0.31], [-0.28, 0.25, -0.05], [-0.74, -0.61, 1.03], [0.33, -0.01, -1.24], [-0.56, 0.25, -0.01], [-0.57, -0.08, 0.32], [-0.57, 0.41, -0.38], [0.45, 0.24, 0.11], [0.17, -0.29, -0.02], [0.45, 0.21, 0.00], [0.15, -0.05, 0.00], [0.32, 0.02, -0.06], [0.19, 0.18, 0.03], [0.34, -0.27, 0.19], [-0.51, 0.00, 0.63], [0.47, -0.49, -0.83], [-0.60, 0.21, 0.42], [0.27, -0.12, -0.24], [1.15, 0.79, 0.81], [0.44, -0.02, -0.25], [0.17, -0.24, -0.19], [0.16, 0.22, 0.03], [-0.29, 0.15, -0.03], [0.03, -0.02, -0.29], [-0.67, -0.65, -0.21], [-0.57, 0.19, 0.17], [0.37, -0.89, 1.19], [-0.36, 0.31, -1.12], [0.02, 0.67, 0.31], [0.18, -0.51, -0.26], [0.02, -0.07, -0.64], [-0.03, 0.67, 0.23], [0.06, -0.41, 0.19], [0.00, 0.07, -0.19], [-0.21, 0.21, -0.10], [-0.13, 0.22, -0.02], [0.14, -0.08, 0.39], [0.01, -0.19, 0.04], [0.52, -0.21, 0.51], [-0.89, 0.42, -0.02], [-1.27, -0.53, 0.19], [0.90, 1.06, -0.69], [-1.26, -1.28, -0.38], [0.26, 0.15, -0.52], [0.83, 0.46, 0.39], [-0.18, -0.16, -0.44], [0.02, -0.58, 0.19], [0.33, -0.19, -0.13], [0.05, 0.13, 0.61], [0.55, 0.65, 0.20]]}

Record 2
{"formula": "C7H24ClO13", "method": "ωB97M-V with the def2-TZVPD basis set", "homo_energy_ev": -7.62, "e_above_lowest_kj_mol": 0.0, "total_charge": -1, "multiplicity": 1, "orbital_gap_ev": 10.3, "elements": ["Cl", "O", "O", "O", "O", "O", "H", "H", "O", "H", "H", "O", "H", "H", "C", "C", "C", "O", "C", "O", "O", "H", "H", "H", "H", "H", "H", "C", "O", "H", "H", "H", "H", "C", "O", "H", "H", "H", "H", "C", "O", "H", "H", "H", "H"], "coordinates": [[0.16906, 0.75547, -0.09185], [-0.31950, -0.49497, 0.44138], [1.00665, 0.47008, -1.23761], [-0.96077, 1.56961, -0.49735], [0.92078, 1.45847, 0.91781], [2.54720, 1.08025, -3.69994], [3.28854, 0.50978, -3.91708], [2.20218, 0.73019, -2.86891], [3.52113, 2.60634, -0.23399], [2.63204, 2.49101, 0.12977], [4.02586, 3.03041, 0.46445], [-0.63493, 3.33460, -2.86176], [-0.70885, 2.67368, -2.15904], [-1.16730, 4.06891, -2.54606], [3.96052, -0.73037, 0.85577], [2.88344, -1.75017, 0.54234], [2.70721, -2.06318, -0.93407], [3.19313, -3.42805, -1.04553], [3.37675, -3.95591, 0.17985], [3.68277, -5.08978, 0.38206], [3.21195, -3.02320, 1.12928], [3.71828, 0.19283, 0.32137], [4.96265, -1.05739, 0.58170], [3.89574, -0.45918, 1.91025], [1.97628, -1.36172, 1.00162], [3.35806, -1.44641, -1.54871], [1.67805, -2.03794, -1.27073], [-4.72614, 1.53233, -0.23714], [-5.82261, 1.94496, -1.04422], [-3.81296, 1.91838, -0.68150], [-4.77907, 2.02763, 0.74457], [-4.67608, 0.45671, -0.07077], [-6.61886, 1.55507, -0.67544], [-3.47162, -2.87564, -0.09625], [-2.67678, -2.29042, 0.91235], [-4.00059, -3.71979, 0.34626], [-4.17522, -2.16722, -0.54170], [-2.86057, -3.30505, -0.90334], [-2.00212, -1.75141, 0.48329], [-1.58506, 1.12702, 3.20225], [-1.71269, 2.51598, 2.88173], [-2.12032, 0.93428, 4.12664], [-2.05098, 0.55807, 2.39419], [-0.52822, 0.86901, 3.26932], [-1.50708, 2.59675, 1.94476]], "atomic_forces_ev_per_a": [[-0.30, -0.23, -0.51], [0.04, -0.01, 0.13], [-0.08, 0.19, 0.33], [0.13, -0.03, 0.08], [0.18, 0.00, 0.02], [0.10, -0.16, -0.11], [0.04, 0.00, 0.00], [-0.14, 0.23, 0.06], [0.06, 0.02, 0.00], [-0.05, -0.10, -0.03], [-0.04, 0.02, 0.05], [-0.08, 0.06, -0.05], [0.07, -0.05, 0.02], [-0.01, 0.03, 0.02], [-0.38, 0.32, -0.07], [0.24, 0.74, 0.45], [0.48, -0.70, -0.03], [-0.23, 0.16, -0.04], [0.16, 0.29, -0.19], [0.01, -0.16, 0.07], [-0.25, -0.09, 0.13], [0.11, -0.07, -0.13], [0.02, -0.09, 0.04], [0.30, -0.21, 0.06], [-0.24, -0.43, -0.11], [-0.19, 0.10, -0.13], [-0.06, 0.13, -0.05], [0.05, 0.80, 0.74], [-0.03, -0.23, -0.16], [0.03, -0.32, -0.28], [-0.05, -0.22, -0.02], [0.08, -0.08, -0.24], [-0.02, 0.03, -0.02], [0.35, -0.38, -0.18], [-0.08, -0.01, -0.12], [-0.21, 0.16, 0.06], [-0.11, -0.01, 0.05], [-0.03, 0.16, 0.05], [0.14, 0.20, 0.17], [-0.12, 0.46, -0.81], [-0.14, 0.04, 0.21], [0.09, 0.04, 0.15], [0.11, -0.36, 0.21], [-0.04, -0.26, 0.17], [0.11, 0.05, 0.00]]}

Record 3
{"formula": "C28H34N3NaO5S4Sb2", "method": "ωB97M-V with the def2-TZVPD basis set", "homo_energy_ev": -0.13, "e_above_lowest_kj_mol": 169.2, "total_charge": -2, "multiplicity": 1, "orbital_gap_ev": 3.1, "elements": ["Na", "O", "C", "S", "C", "C", "S", "S", "S", "C", "Sb", "C", "C", "C", "C", "C", "C", "C", "C", "C", "Sb", "C", "C", "H", "H", "H", "H", "H", "H", "H", "H", "H", "H", "H", "H", "H", "H", "H", "H", "H", "H", "H", "H", "N", "C", "N", "C", "C", "C", "C", "C", "H", "H", "H", "H", "H", "H", "H", "H", "H", "H", "O", "C", "O", "C", "C", "C", "C", "C", "C", "N", "O", "O", "H", "H", "H", "H"], "coordinates": [[-1.41410, 1.81842, -0.52043], [-1.23396, 9.14221, 0.29119], [-1.30625, 7.93823, 0.10232], [-2.34888, 6.85673, 1.01476], [-1.92417, 5.32636, 0.20911], [-1.00149, 5.41929, -0.78495], [-0.37205, 4.15657, -1.75328], [-0.38782, 7.06211, -1.10510], [-2.72134, 3.91736, 0.76897], [5.40375, 2.43767, -2.57625], [3.33194, 1.96030, -2.00842], [4.05951, 1.12549, -0.14884], [3.40228, 0.09350, -3.20992], [4.21437, -0.98135, -2.59505], [5.55859, -1.04432, -2.99313], [6.45257, -1.96817, -2.48885], [6.00466, -2.90170, -1.57082], [4.67900, -2.86701, -1.17674], [3.75370, -1.92635, -1.64507], [2.34852, -2.14811, -1.09807], [0.50279, -0.88409, -1.04729], [-0.27127, -2.31023, 0.37647], [-0.25096, -2.04895, -2.72161], [6.05173, 1.57399, -2.41587], [5.76515, 3.27126, -1.97248], [5.44109, 2.73615, -3.62514], [4.87475, 0.42452, -0.32702], [3.24204, 0.62603, 0.37032], [4.41330, 1.95166, 0.46938], [3.83781, 0.40692, -4.15859], [2.36648, -0.19312, -3.37752], [5.90074, -0.33402, -3.73781], [7.48812, -1.96729, -2.80882], [6.67390, -3.65646, -1.17431], [4.33191, -3.60488, -0.46018], [2.46771, -2.41466, -0.04285], [1.99060, -3.06267, -1.58397], [0.06433, -3.31958, 0.13402], [-1.35794, -2.27403, 0.35713], [0.05929, -2.04260, 1.38124], [-0.36684, -3.09338, -2.42702], [0.42763, -1.98291, -3.57339], [-1.22042, -1.64114, -3.00212], [0.68870, 1.58453, 1.24829], [0.05157, 1.61321, 2.21628], [-0.65609, 1.65740, 3.33104], [-2.12660, 1.76886, 3.26570], [-2.77971, 0.68735, 4.13060], [-2.01689, -0.62950, 3.97598], [-0.57079, -0.50646, 4.49439], [-0.11560, 0.95928, 4.48806], [-2.42929, 1.64585, 2.22985], [-2.42498, 2.76974, 3.57884], [-3.80588, 0.55664, 3.78566], [-2.82003, 0.98802, 5.18254], [-2.00844, -0.87234, 2.90990], [-2.53801, -1.43601, 4.49540], [0.09612, -1.08297, 3.84918], [-0.47315, -0.90486, 5.50839], [0.97169, 1.02579, 4.46537], [-0.46587, 1.47772, 5.38393], [-2.09156, 0.24247, -1.61279], [-2.68099, -0.16839, -0.58012], [-2.33342, 0.13008, 0.57963], [-3.85703, -1.09637, -0.79434], [-4.36704, -1.26537, -2.07811], [-5.41322, -2.14955, -2.30402], [-5.94846, -2.87924, -1.26084], [-5.43855, -2.70293, 0.02338], [-4.39729, -1.80977, 0.25931], [-6.00538, -3.44942, 1.11372], [-6.94593, -4.19215, 0.88636], [-5.52952, -3.31943, 2.22263], [-3.92199, -0.69358, -2.88093], [-5.81478, -2.26730, -3.30225], [-6.74804, -3.58825, -1.41552], [-4.01432, -1.67077, 1.26053]], "atomic_forces_ev_per_a": [[1.01, 2.32, 0.45], [0.01, 0.03, -0.01], [-0.06, -0.04, 0.06], [0.07, -0.11, -0.11], [0.47, 0.65, -0.43], [-0.44, 0.42, 0.56], [0.46, -0.45, -0.58], [-0.03, -0.15, 0.02], [-0.51, -0.49, 0.43], [-0.28, 0.02, 0.00], [0.50, -0.07, 0.04], [-0.22, -0.06, -0.10], [-0.43, 0.13, 0.43], [0.08, -0.43, 0.09], [0.02, 0.02, 0.02], [0.09, -0.02, -0.03], [-0.01, -0.07, 0.07], [0.13, 0.05, 0.07], [0.14, 0.09, -0.11], [0.00, 0.16, -0.05], [0.79, -0.59, -0.63], [-0.05, 0.14, 0.09], [-0.15, 0.23, 0.03], [-0.06, 0.03, 0.02], [-0.04, -0.01, 0.02], [0.02, -0.01, -0.01], [0.01, 0.00, -0.06], [0.00, 0.04, 0.05], [-0.05, 0.02, -0.02], [-0.07, 0.01, -0.04], [-0.07, -0.05, -0.03], [-0.02, 0.01, 0.03], [-0.02, 0.02, -0.06], [-0.01, 0.02, 0.03], [-0.02, 0.02, -0.02], [0.01, 0.00, -0.02], [-0.15, 0.02, 0.05], [0.08, 0.04, -0.07], [-0.04, -0.02, 0.04], [-0.01, 0.01, -0.01], [0.08, -0.01, 0.02], [0.03, 0.00, 0.02], [0.00, -0.02, -0.05], [0.10, -0.06, 0.29], [0.03, 0.02, -0.39], [0.02, 0.03, 0.20], [-0.23, 0.08, 0.16], [0.20, -0.16, -0.14], [-0.06, 0.06, 0.03], [0.00, 0.09, -0.06], [-0.02, -0.21, -0.01], [0.03, 0.04, 0.09], [0.01, 0.00, -0.07], [-0.05, 0.07, 0.06], [-0.01, 0.00, 0.01], [0.03, -0.02, 0.03], [0.01, -0.05, -0.05], [0.02, -0.05, 0.06], [-0.01, -0.02, 0.01], [-0.01, 0.08, 0.03], [0.01, 0.02, -0.01], [-0.87, -1.16, -0.76], [0.15, 0.03, -0.15], [-0.56, -0.62, 0.43], [0.01, -0.07, -0.20], [-0.03, -0.07, 0.14], [0.05, 0.10, -0.09], [-0.13, -0.21, 0.34], [0.54, 0.75, -1.06], [-0.26, -0.24, 0.36], [-0.34, -0.51, 0.68], [-0.18, -0.09, -0.28], [0.26, 0.19, 0.16], [0.02, 0.01, 0.01], [0.01, -0.04, 0.00], [-0.03, 0.03, -0.01], [0.06, 0.04, -0.02]]}